# 1
Density functional theory data (the ωB97M-V functional and the def2-TZVPD basis) for a structure of composition C22H8AuCl5N2O2S2Te.

Geometry as XYZ:
```
43
Properties=species:S:1:pos:R:3:forces:R:3
Au -0.91290 1.88391 -0.19195 0.2299 -0.0316 0.0386
O 3.95151 -0.79192 1.71293 0.0225 -0.0112 0.0315
S 3.93201 -0.23583 0.37546 -0.1528 0.2919 -0.0809
O 4.49257 -1.09501 -0.64936 0.0286 -0.0351 0.0002
N 2.44895 0.30072 -0.03525 0.3123 -0.1215 -0.0110
C 2.48885 1.62182 -0.25135 -0.1207 0.1126 0.1064
S 1.17576 2.51714 -0.99262 0.7965 -0.2695 -0.4062
C 3.73202 2.28738 -0.02334 -0.0060 -0.0064 0.0856
C 4.08929 3.64806 -0.11540 0.1135 -0.0473 0.0252
C 5.40322 4.00580 0.10352 -0.0211 0.0228 0.0130
C 6.39178 3.05292 0.41008 0.0262 -0.0711 -0.0069
C 6.04140 1.70920 0.53199 0.0492 0.0511 0.0559
C 4.72743 1.35178 0.33682 -0.2198 -0.1005 -0.0990
H 3.33672 4.39092 -0.34827 0.0011 -0.0093 -0.0260
H 5.68543 5.05220 0.04318 -0.0162 -0.0114 -0.0301
H 7.42197 3.36214 0.54169 -0.0184 0.0034 0.0441
H 6.78560 0.96019 0.77905 -0.0145 -0.0014 -0.0107
Te -0.73948 4.43166 -0.12716 -0.3108 0.8680 0.1563
N -1.90760 -8.04198 -0.60106 0.0017 0.0065 0.0027
C -1.75169 -6.90291 -0.52809 -0.0332 -0.1475 -0.0119
C -1.56658 -5.48848 -0.44004 0.0365 0.2902 0.0032
C -1.61606 -4.84514 0.79960 -0.0245 -0.1255 -0.0037
C -1.44096 -3.48038 0.88465 0.0101 0.0332 -0.0699
C -1.20381 -2.71285 -0.26664 -0.0019 -0.0365 -0.0367
C -1.16453 -3.36878 -1.50912 -0.0100 0.0327 0.1025
C -1.34134 -4.73250 -1.59482 -0.0256 -0.1099 0.0022
C -1.02005 -1.30886 -0.19175 0.1424 0.0714 0.0083
C -0.78866 -0.11621 -0.16045 -0.2807 -0.7268 -0.0349
H -1.79526 -5.43394 1.69036 0.0098 0.0305 0.0159
H -1.48370 -2.97699 1.84032 0.0308 -0.0144 0.0168
H -0.99134 -2.77423 -2.39506 0.0304 -0.0263 -0.0193
H -1.30820 -5.23221 -2.55461 0.0136 0.0208 -0.0073
Cl -2.56574 1.95959 2.76209 0.0406 0.0257 0.0624
C -3.55767 1.84249 1.34934 0.0585 -0.0656 -0.0570
C -2.93436 1.74567 0.11047 -0.7514 0.1369 -0.1148
C -3.77676 1.61172 -0.99820 0.0456 0.0129 0.2189
Cl -3.07793 1.46844 -2.57814 0.0379 0.0101 0.0044
C -5.16406 1.59925 -0.88597 0.0802 -0.0168 0.0706
Cl -6.16444 1.43428 -2.28401 -0.0608 0.0018 -0.0360
C -5.74938 1.72514 0.37015 -0.0568 0.0129 -0.0109
Cl -7.47165 1.74050 0.52802 -0.0207 -0.0156 0.0068
C -4.94306 1.84336 1.49578 0.0570 -0.0339 -0.0366
Cl -5.66727 1.99192 3.05714 -0.0289 -0.0002 0.0383
```
Positions in Å, forces in eV/Å.

Largest force on an atom, eV Å⁻¹: 0.935
Spin multiplicity: 3
⟨S²⟩: 2.0227
LUMO energy (alpha / beta), Eh: 0.136 / 0.135
Charge: -2
DFT total energy, eV: -125286.355

Atom charges from the natural (NBO) analysis, given in e for atoms 1 to 6: Au 0.909; O -0.977; S 2.270; O -0.981; N -0.808; C -0.007

# 2
Density functional theory data (the ωB97M-V functional and the def2-TZVPD basis) for a structure of composition C4H3GdO6 in a non-equilibrium geometry.

Geometry as XYZ:
```
14
Properties=species:S:1:pos:R:3:forces:R:3
O 1.84940 0.19676 1.22885 -4.3613 -2.2915 0.4811
C 0.77483 0.09485 0.61412 8.1077 3.6592 0.8211
O -1.34950 1.10843 0.00131 0.5910 0.5688 0.1653
C -2.11784 0.07930 -0.29005 -1.1750 -1.2162 -0.1456
C -0.37899 0.95636 1.02684 -2.5771 -0.2978 -0.8413
O -2.02685 -1.01793 0.33551 0.1241 -0.3261 -0.2140
O -2.97006 0.21074 -1.21337 -0.2404 -0.4616 -0.2146
H -0.82718 0.52604 1.93297 0.3191 -0.1070 -0.1053
H -0.01274 1.97020 1.24132 0.3395 -0.4035 -0.2252
Gd -3.83364 -2.00284 -1.15656 0.9822 1.5310 0.5763
O 3.46730 -0.94270 -0.78413 0.5950 2.5117 0.9859
C 2.76593 0.09898 -0.45739 0.3702 -3.1940 -1.8542
O 1.58223 0.14740 -0.94462 -2.7728 0.3550 0.6227
H 3.07709 -1.42559 -1.53478 -0.3023 -0.3280 -0.0522
```
Positions in Å, forces in eV/Å.

Largest force on an atom, eV Å⁻¹: 8.933
Spin multiplicity: 8
⟨S²⟩: 16.7872
LUMO energy (alpha / beta), Eh: -0.366 / -0.367
Charge: +2
DFT total energy, eV: -37293.821

Atom charges from the Löwdin analysis, given in e for atoms 1 to 6: O 0.192; C 0.068; O 0.097; C -0.785; C -0.011; O -0.149

# 3
Density functional theory data (the ωB97M-V functional and the def2-TZVPD basis) for a structure of composition C9H15N6S3Sc.

Geometry as XYZ:
```
34
Properties=species:S:1:pos:R:3:forces:R:3
Sc 0.18644 0.08254 0.78201 0.0576 0.0238 0.0935
S 2.53654 -0.32475 0.79439 -0.0975 -0.0765 -0.0143
C 2.84142 -0.01131 2.51385 0.2210 -0.0167 -0.1751
C 4.21836 0.23689 2.83120 -0.2359 0.0489 0.0272
N 5.32213 0.46504 3.05023 0.0696 -0.0180 -0.0152
C 1.89024 -0.01814 3.46526 -0.3291 -0.0261 0.2180
S 0.16974 -0.29594 3.14438 0.0640 0.0538 -0.0563
C 2.20869 0.18849 4.84805 0.1528 0.0129 -0.2208
N 2.46458 0.35060 5.95547 -0.0512 0.0056 0.0687
S -0.49919 1.15033 -1.42687 0.2811 0.1471 0.0351
C 0.84974 1.97389 -2.17162 -0.2818 -0.1018 0.0610
N 0.69711 2.60949 -3.31916 0.0458 -0.0255 0.0300
C 1.92511 3.31083 -3.72852 -0.0406 -0.0360 0.0027
C 2.94605 2.80945 -2.68253 -0.0268 0.0034 0.0116
N 2.08992 2.07214 -1.73602 -0.0373 0.0550 0.0722
H -0.19704 2.69601 -3.77320 0.0230 0.0236 -0.0334
H 1.77077 4.38714 -3.67906 0.0125 0.0028 0.0019
H 2.19971 3.03429 -4.74299 0.0127 0.0140 0.0039
H 3.45660 3.62425 -2.17627 0.0097 -0.0045 -0.0026
H 3.68490 2.13606 -3.11259 0.0021 0.0019 -0.0018
H 2.41678 1.64507 -0.87961 0.0776 -0.0524 -0.0690
N -4.22396 -3.87048 0.09902 0.0045 -0.0082 0.0112
C -3.90542 -2.46493 0.56936 -0.1549 -0.2194 -0.0378
C -2.42574 -2.14908 0.36904 0.0929 0.0052 0.0790
N -2.07144 -0.81304 0.87946 0.1188 0.1324 -0.0174
H -5.22881 -4.06136 0.16869 0.0152 0.0231 0.0188
H -3.74646 -4.58101 0.66245 0.0101 0.0267 -0.0057
H -3.95816 -4.02491 -0.87831 -0.0033 0.0330 0.0129
H -4.19292 -2.42849 1.61958 0.0325 0.0474 0.0012
H -4.55656 -1.79942 0.00418 0.0509 0.0366 -0.0068
H -2.15771 -2.19888 -0.68835 -0.0469 0.0108 -0.0058
H -1.81280 -2.87899 0.90308 0.0064 0.0051 -0.0173
H -2.24669 -0.76065 1.88391 -0.0116 -0.0377 -0.0305
H -2.65193 -0.09112 0.45150 -0.0441 -0.0902 -0.0392
```
Positions in Å, forces in eV/Å.

Largest force on an atom, eV Å⁻¹: 0.396
LUMO energy, Eh: -0.247
Charge: +2
DFT total energy, eV: -71709.555

Atom charges from the natural (NBO) analysis, given in e for atoms 1 to 6: Sc 1.501; S -0.257; C -0.216; C 0.201; N -0.180; C -0.206